Entry 1:
The following is a DFT calculation (ωB97M-V with the def2-TZVPD basis set) of C31H41AlF6NO9P2S3 as an isolated structure.

Geometry (Å):
Al 0.23407 0.32960 -0.51055
F -3.92111 2.31099 0.35637
C -3.20240 2.41924 1.46225
F -3.59165 1.47820 2.31658
F -3.39591 3.61111 2.00488
S -1.39451 2.20889 1.09632
O -1.36401 0.86218 0.44767
O -0.70268 2.35047 2.32458
N -1.01792 3.27583 0.01760
S -1.15417 2.87213 -1.51224
O -2.46413 2.90130 -2.06527
O -0.37532 1.64585 -1.82122
C -0.16262 4.22564 -2.30528
F -0.81710 5.36950 -2.19921
F -0.01873 3.91156 -3.58779
F 1.02273 4.33360 -1.74184
C 0.82894 -2.75871 3.09823
P -0.70273 -2.65553 2.16609
C -1.82025 -1.59746 3.04758
C -3.18094 -1.91206 3.13081
C -4.00218 -1.15946 3.94886
C -3.47705 -0.09087 4.66525
C -2.13788 0.25548 4.54220
C -1.30655 -0.48122 3.71901
C -1.37142 -4.34720 2.27707
C -1.67294 -5.13011 1.17189
C -2.14335 -6.42502 1.34060
C -2.31632 -6.94019 2.61366
C -2.02874 -6.15692 3.72378
C -1.56140 -4.86552 3.56152
H 0.58645 -3.09892 4.10634
H 1.30721 -1.78626 3.13274
H 1.48987 -3.47445 2.61245
H -3.58085 -2.75867 2.58916
H -5.04893 -1.41010 4.03713
H -4.12252 0.48819 5.31038
H -1.74408 1.10812 5.07483
H -0.27201 -0.19415 3.59612
H -1.53860 -4.74919 0.16698
H -2.37438 -7.02581 0.47333
H -2.67786 -7.94951 2.74537
H -2.17392 -6.54923 4.71968
H -1.37159 -4.25841 4.43717
C 5.14746 -2.87242 3.26944
C 4.53096 -1.93570 2.27223
C 4.89832 -2.04982 0.90342
C 4.34040 -1.19779 -0.05867
C 3.42348 -0.25300 0.29407
C 2.98074 -0.03279 1.69916
C 3.63922 -0.98414 2.64081
S 2.67010 0.68810 -0.96352
O 3.61503 1.31918 -1.81067
O 1.70054 1.56429 -0.22865
O 1.70875 -0.26208 -1.63475
H 4.84828 -3.90145 3.06364
H 4.84659 -2.62411 4.28493
H 6.23498 -2.83595 3.21662
H 5.62130 -2.79492 0.60208
H 4.64290 -1.28783 -1.09308
H 3.23734 0.99645 1.99718
H 3.38826 -0.85712 3.68616
C -2.51902 -0.18522 -3.59916
C -1.34255 -1.15833 -3.51658
C -0.13866 -0.60332 -4.27720
P -0.92368 -1.60547 -1.77105
C 0.33709 -2.94513 -2.01352
C -0.16234 -4.20127 -2.72240
C 1.12150 -3.33770 -0.76579
C -2.44816 -2.40195 -1.07335
C -3.35170 -1.40352 -0.34597
C -3.26379 -3.24720 -2.05245
H -2.63750 0.14173 -4.63234
H -2.35877 0.70396 -2.99562
H -3.46126 -0.63126 -3.29061
H -1.63907 -2.10614 -3.98320
H 0.27971 0.27708 -3.79218
H -0.46484 -0.31043 -5.27542
H 0.65832 -1.33373 -4.39657
H 1.04472 -2.44055 -2.67634
H -0.82325 -4.78524 -2.07988
H 0.69249 -4.83470 -2.96074
H -0.68308 -3.99545 -3.65468
H 0.55219 -4.02740 -0.14188
H 1.42120 -2.48538 -0.16658
H 2.02569 -3.87009 -1.06946
H -2.03708 -3.08039 -0.30483
H -3.66279 -0.58554 -0.99383
H -2.86449 -0.97308 0.52277
H -4.25277 -1.91824 -0.00845
H -3.71637 -2.63748 -2.83088
H -4.07939 -3.72413 -1.50696
H -2.68438 -4.03194 -2.53532
O 0.77229 -0.73996 0.96120
O 1.53362 0.01096 1.91281

- DFT total energy (a.u.) = -4656.4678
- highest occupied orbital energy (alpha / beta) (eV) = -11.69 / -10.49
- net charge = +1



Entry 2:
The following is a DFT calculation (ωB97M-V with the def2-TZVPD basis set) of C31H41BInN9S7Sb as an isolated structure.

Geometry (Å):
In 0.76591 -0.35113 0.05372
C 2.07710 2.83698 2.63579
C 1.84590 4.17144 1.93101
C 3.04069 4.57509 1.06704
C 1.63801 5.24556 2.99724
N 0.61744 4.09556 1.07681
C -0.45629 4.96062 1.19578
C -1.32719 4.65026 0.22074
N -0.80926 3.60382 -0.50245
B -1.64057 3.07517 -1.69895
N -0.74882 2.33220 -2.73869
C -0.08921 3.06947 -3.68854
C 0.58860 2.21714 -4.47354
N 0.34417 0.93642 -4.01248
C -0.45951 1.02574 -2.91262
S -1.03036 -0.22655 -1.85208
C 0.91572 -0.20858 -4.80040
C 0.47379 -1.57463 -4.30555
C 0.43025 -0.05359 -6.24541
C 2.43796 -0.10610 -4.71922
N -2.86124 2.21181 -1.34006
C -3.75467 1.92683 -2.35563
C -4.60635 0.99618 -1.90936
N -4.24837 0.69042 -0.60097
C -3.18053 1.47611 -0.24153
S -2.38037 1.55591 1.24155
C -4.95994 -0.41974 0.09794
C -4.93497 -1.63725 -0.83636
C -4.32122 -0.84873 1.41419
C -6.39442 0.03793 0.36289
C 0.38632 3.27278 0.01725
S 1.49396 2.08615 -0.58848
H 2.93033 2.93197 3.30956
H 2.28331 2.02983 1.93968
H 1.20018 2.57191 3.23050
H 3.92110 4.67631 1.70356
H 2.85161 5.53599 0.58361
H 3.25055 3.82949 0.30475
H 2.53327 5.27143 3.61708
H 0.79022 5.01723 3.64519
H 1.50592 6.23792 2.56415
H -0.52532 5.70684 1.96170
H -2.29281 5.06502 -0.00653
H -2.05029 4.05890 -2.27351
H -0.16995 4.14118 -3.72501
H 1.21731 2.41279 -5.32087
H -0.60975 -1.66615 -4.25685
H 0.89767 -1.79122 -3.33097
H 0.85863 -2.31101 -5.01381
H -0.65993 -0.08377 -6.28660
H 0.81989 -0.88253 -6.83644
H 0.76899 0.87180 -6.70950
H 2.76771 -0.14532 -3.68089
H 2.80772 0.81474 -5.17292
H 2.88330 -0.94854 -5.25002
H -3.68907 2.40621 -3.31710
H -5.43370 0.52698 -2.40717
H -3.90714 -1.86633 -1.12682
H -5.52209 -1.48428 -1.74167
H -5.35073 -2.50037 -0.31485
H -3.27994 -1.13328 1.27596
H -4.88514 -1.71573 1.76940
H -4.35531 -0.06780 2.16707
H -6.91206 0.29767 -0.56185
H -6.39356 0.91169 1.01595
H -6.95324 -0.76157 0.85232
N -1.52030 -3.70261 2.04667
C -1.47685 -4.31086 0.80713
C -1.90924 -5.55689 0.36949
C -1.69958 -5.84713 -0.96300
C -1.07964 -4.92591 -1.82093
C -0.65603 -3.69081 -1.37628
C -0.86878 -3.37889 -0.03628
N -0.54887 -2.23558 0.70176
C -0.94846 -2.48076 1.92987
C -0.83792 -1.56319 3.05682
C -0.98793 -1.87751 4.37354
S -0.81024 -0.47039 5.31608
C -0.56530 0.44095 3.88149
N -0.59298 -0.24652 2.79043
H -1.85892 -4.10835 2.90015
H -2.37518 -6.26748 1.03957
H -2.01253 -6.80695 -1.35243
H -0.92083 -5.19627 -2.85677
H -0.16296 -2.99054 -2.02723
H -1.15544 -2.83981 4.82959
H -0.40800 1.50946 3.91536
S 2.11043 -4.29482 1.28890
Sb 3.42166 -2.38673 0.78830
S 2.30298 -0.67595 2.03050
S 2.46870 -1.65093 -1.28219

- energy above the lowest of the compared OMol25 structures with the same formula, charge and spin (kcal per mole) = 22.2
- multiplicity = 2
- DFT total energy (a.u.) = -4941.5356
- expectation value of S² = 0.7565
- highest occupied orbital energy (alpha / beta) (eV) = -6.86 / -6.86
- net charge = 0



Entry 3:
The following is a DFT calculation (ωB97M-V with the def2-TZVPD basis set) of a 2-piece molecular cluster, C31H41N2OSi overall.

Geometry (Å):
C 4.79664 2.32960 1.95327
Si 4.38176 0.69514 2.72794
C 5.81766 -0.48841 2.67586
C 3.81709 0.91575 4.49938
O 3.18447 -0.00223 1.76857
C 1.81246 -0.23385 2.04813
C 1.67584 -1.43062 3.03872
C 2.73676 -2.33085 3.14261
C 2.69322 -3.34436 4.10021
C 1.53756 -3.52780 4.86094
C 0.41492 -2.71054 4.64553
C 0.48568 -1.66234 3.73479
C 1.16290 1.10748 2.47226
C 0.62953 1.32517 3.74104
C 0.02647 2.54521 4.02950
C 0.03161 3.57970 3.09390
C 0.66313 3.38884 1.85484
C 1.22666 2.15519 1.54778
C 1.17410 -0.69006 0.68166
C 1.79769 -1.97398 0.10114
C 0.80825 -3.11339 0.39316
C -0.53556 -2.43708 0.66396
N -0.24398 -1.03728 0.83510
C -1.22517 -0.13520 1.08115
C -2.55309 -0.48558 1.31452
C -3.49900 0.51147 1.75080
C -4.66786 0.07261 2.55266
C -5.11295 0.77712 3.70788
C -6.30009 0.41549 4.33893
C -7.04855 -0.69122 3.87017
C -6.53991 -1.45402 2.81257
C -5.33312 -1.10196 2.20036
H 5.52309 2.85554 2.57996
H 5.23243 2.16981 0.96353
H 3.90721 2.95339 1.84220
H 6.64477 -0.06006 3.24596
H 5.55143 -1.45039 3.11275
H 6.13392 -0.64571 1.64431
H 4.70650 1.08167 5.11130
H 3.16050 1.77831 4.59773
H 3.30063 0.03126 4.87213
H 3.60177 -2.24278 2.48108
H 3.57858 -3.98132 4.23191
H 1.49941 -4.32355 5.60246
H -0.51007 -2.89414 5.18800
H -0.38427 -1.03337 3.53950
H 0.71264 0.55784 4.50932
H -0.46913 2.66787 4.98815
H -0.44686 4.53516 3.31941
H 0.69298 4.19064 1.11395
H 1.73883 2.00850 0.58879
H 1.27549 0.13181 -0.05017
H 1.86146 -1.83863 -0.99374
H 2.82089 -2.16668 0.47138
H 0.72108 -3.79783 -0.46131
H 1.13924 -3.69383 1.26502
H -1.22124 -2.57435 -0.18653
H -1.03036 -2.86466 1.54866
H -0.93211 0.93248 1.10970
H -2.83060 -1.54153 1.22937
H -3.01805 1.42028 2.15167
H -4.55076 1.63246 4.09066
H -6.70210 1.00187 5.17438
H -8.01529 -0.95280 4.34953
H -7.11751 -2.30025 2.43594
H -4.96007 -1.69664 1.38542
C -2.96787 1.82812 -1.03038
N -3.98997 1.35278 -0.03736
C -5.04371 2.41500 0.08629
H -2.34258 0.98336 -1.34471
H -3.38520 2.28383 -1.94362
H -2.34440 2.56330 -0.54482
H -4.43465 0.58431 -0.45275
H -5.92239 1.99506 0.58896
H -4.62882 3.21564 0.68587
H -5.37130 2.84490 -0.87829

- DFT total energy (a.u.) = -1679.9232
- highest occupied orbital energy (eV) = -10.99
- net charge = +1



Entry 4:
The following is a DFT calculation (ωB97M-V with the def2-TZVPD basis set) of C31H41N7TeTi as an isolated structure.

Geometry (Å):
Ti -0.80392 -0.25730 -0.52224
C 3.80330 -0.08591 3.40837
C 2.38336 -0.48733 3.70215
C 2.09339 -1.48304 4.63208
C 0.77039 -1.81995 4.85307
C -0.22047 -1.15462 4.14926
C 0.14893 -0.16271 3.24108
N 1.43206 0.15123 3.02104
C -0.87875 0.63755 2.53115
C -1.83042 1.26597 3.25917
C -2.72658 2.18586 2.61793
C -2.44535 2.56128 1.35001
C -1.36237 1.96869 0.63085
N -0.79716 0.77000 1.15371
C -0.91303 2.42613 -0.60521
C -1.17846 3.74599 -1.08693
C -0.52654 4.20077 -2.17992
C 0.39241 3.34948 -2.86008
C 0.53983 2.06010 -2.43811
C 1.37145 1.11185 -3.24513
N -0.11856 1.56847 -1.34870
H 4.27501 0.35785 4.28709
H 4.40618 -0.94763 3.11415
H 3.80719 0.64361 2.60083
H 2.89465 -1.98008 5.16426
H 0.50862 -2.59413 5.56410
H -1.26634 -1.38872 4.30058
H -1.85798 1.14284 4.33437
H -3.55161 2.62231 3.16303
H -3.05441 3.31431 0.86519
H -1.83951 4.38869 -0.52304
H -0.67454 5.21750 -2.52225
H 0.93633 3.69578 -3.72823
H 0.72901 0.55041 -3.92692
H 2.09622 1.65604 -3.85022
H 1.90023 0.39240 -2.62254
C -1.84092 -3.08045 0.02697
C -1.39526 -3.35292 -1.40763
N -0.88502 -2.13908 -2.05099
C 0.35468 -2.29707 -2.80088
C 1.55713 -2.31470 -1.85384
N 1.41464 -1.35942 -0.74316
C 1.61056 -1.97319 0.57523
C 0.43711 -2.86435 0.96300
N -0.85937 -2.21305 0.69574
H -1.96969 -4.03493 0.55323
H -2.78810 -2.54625 0.02207
H -2.23312 -3.78064 -1.96319
H -0.60349 -4.10584 -1.41999
H -1.60784 -1.69029 -2.59847
H 0.43492 -1.44987 -3.47524
H 0.36854 -3.20890 -3.41111
H 2.46763 -2.11574 -2.42610
H 1.68048 -3.31750 -1.43653
H 2.10306 -0.61482 -0.81115
H 1.69957 -1.15500 1.28150
H 2.53442 -2.56514 0.62281
H 0.53477 -3.12627 2.01918
H 0.47056 -3.80312 0.40795
H -1.25828 -1.84571 1.55379
C 5.13806 0.64590 -2.46985
Te 4.10542 1.51779 -0.81235
C 5.87752 1.61279 0.37914
H 5.58424 -0.30048 -2.17398
H 5.90869 1.33226 -2.81201
H 4.42641 0.47747 -3.27552
H 6.63200 2.17298 -0.16735
H 6.23978 0.61436 0.61074
H 5.64174 2.13641 1.30324
N -2.48041 -0.13442 -0.96658
C -3.73866 0.37293 -1.04879
C -4.73575 0.02962 -0.11311
C -6.00843 0.56935 -0.19540
C -6.33402 1.47625 -1.19661
C -5.36015 1.83616 -2.11909
C -4.08543 1.29547 -2.05587
H -4.47648 -0.65093 0.68980
H -6.75412 0.28903 0.53991
H -7.32843 1.90041 -1.25218
H -5.59592 2.55041 -2.89979
H -3.32554 1.58680 -2.77153

- energy above the lowest of the compared OMol25 structures with the same formula, charge and spin (kcal per mole) = 26.4
- DFT total energy (a.u.) = -2706.6686
- highest occupied orbital energy (alpha / beta) (eV) = -4.93 / -4.93
- net charge = 0